Molecular formula: C20H42AsF12N6O12S2Tl
Method: DFT, ωB97M-V/def2-TZVPD

Atoms and positions in Å:
Tl1 -0.236 0.041 0.212
As1 -2.280 -1.582 3.089
F1 -3.848 -2.344 2.846
F2 -1.446 -2.617 1.858
F3 -0.646 -0.768 3.175
F4 -2.901 -0.415 4.307
F5 -1.796 -2.724 4.426
F6 -2.647 -0.423 1.754
C1 -4.853 2.026 -0.384
F7 -5.386 3.035 -0.994
F8 -4.564 2.394 0.829
F9 -5.710 0.983 -0.312
S1 -3.266 1.369 -1.266
O1 -3.552 1.529 -2.721
O2 -2.174 2.269 -0.897
O3 -2.973 0.032 -0.797
C2 3.545 -1.693 -3.440
F10 2.522 -2.138 -4.082
F11 4.665 -2.410 -3.765
F12 3.691 -0.481 -3.849
S2 3.346 -1.640 -1.506
O4 3.150 -3.024 -1.021
O5 4.631 -1.056 -0.966
O6 2.199 -0.803 -1.139
C3 1.295 -3.281 3.500
C4 1.775 -2.956 2.147
O7 1.326 -1.966 1.543
N1 2.490 -3.849 1.463
C5 3.235 -4.994 1.898
H1 1.891 -4.083 3.937
H2 0.269 -3.643 3.421
H3 1.315 -2.485 4.243
H4 2.596 -3.622 0.484
H5 2.639 -5.885 2.094
H6 3.707 -4.750 2.851
H7 3.956 -5.279 1.132
C6 -0.161 -4.204 -2.686
C7 -1.166 -3.530 -1.793
O8 -0.835 -2.559 -1.156
N2 -2.422 -3.998 -1.755
C8 -3.473 -3.454 -0.973
H8 0.555 -4.606 -1.969
H9 0.408 -3.451 -3.231
H10 -0.686 -4.980 -3.244
H11 -2.571 -4.893 -2.200
H12 -3.247 -3.374 0.090
H13 -4.354 -4.087 -1.072
H14 -3.772 -2.465 -1.320
C9 0.484 0.680 -4.852
C10 -0.562 0.033 -3.938
O9 -0.487 0.128 -2.710
N3 -1.572 -0.610 -4.574
C11 -2.766 -1.276 -3.929
H15 0.800 1.576 -4.317
H16 0.040 0.981 -5.801
H17 1.299 -0.031 -4.989
H18 -1.665 -0.419 -5.561
H19 -2.494 -1.346 -2.876
H20 -2.894 -2.279 -4.336
H21 -3.678 -0.707 -4.110
C12 -2.127 2.857 4.065
C13 -1.736 3.089 2.629
O10 -1.153 2.136 2.018
N4 -1.995 4.286 2.068
C14 -2.794 5.410 2.647
H22 -3.205 2.969 4.178
H23 -1.551 3.424 4.796
H24 -1.901 1.811 4.272
H25 -1.636 4.502 1.149
H26 -3.364 5.843 1.825
H27 -2.141 6.148 3.112
H28 -3.574 5.028 3.306
C15 3.305 2.872 -1.600
C16 1.810 3.073 -1.436
O11 1.278 2.417 -0.559
N5 1.227 3.938 -2.210
C17 -0.175 4.281 -2.307
H29 3.667 3.134 -2.595
H30 3.593 1.854 -1.338
H31 3.821 3.533 -0.904
H32 1.887 4.312 -2.876
H33 -0.762 3.986 -1.437
H34 -0.625 3.767 -3.156
H35 -0.251 5.367 -2.367
C18 1.794 1.146 4.367
C19 2.532 1.260 3.007
O12 1.856 1.262 1.955
N6 3.841 1.361 2.973
C20 4.500 1.605 1.697
H36 0.762 1.490 4.310
H37 2.259 1.867 5.040
H38 1.792 0.113 4.717
H39 4.328 1.006 3.783
H40 4.604 0.660 1.163
H41 5.484 2.036 1.878
H42 3.907 2.263 1.062

Values from the calculation:
F_max = 4.73 eV/Å
Kohn-Sham gap = 0.1330 Ha
highest occupied orbital energy = -9.31 eV

Molecular formula: C20H42Br18FNO4S
Method: DFT, ωB97M-V/def2-TZVPD

Atoms and positions in Å:
C1 -8.130 -3.442 -0.727
N1 -6.818 -3.922 -0.222
C2 -6.109 -2.935 0.626
O1 -6.136 -1.718 -0.095
O2 -5.840 -0.680 0.827
S1 -6.959 -5.317 0.648
O3 -5.683 -5.911 0.787
O4 -7.833 -5.186 1.760
F1 -7.746 -6.128 -0.429
H1 -8.915 -3.505 0.031
H2 -8.012 -2.418 -1.055
H3 -8.413 -4.047 -1.582
H4 -5.078 -3.266 0.757
H5 -6.573 -2.800 1.611
H6 -6.702 -0.445 1.208
Br1 -0.098 1.327 1.185
C3 -1.870 1.136 0.401
C4 -2.812 0.374 1.289
Br2 -2.425 -1.531 1.290
H7 -1.735 0.650 -0.561
H8 -2.233 2.149 0.248
H9 -3.831 0.461 0.920
H10 -2.767 0.700 2.323
Br3 3.564 -0.313 1.865
C5 2.339 -1.792 2.148
C6 2.348 -2.767 1.002
Br4 1.444 -2.030 -0.554
H11 1.358 -1.349 2.297
H12 2.665 -2.285 3.061
H13 1.802 -3.668 1.272
H14 3.346 -3.037 0.677
Br5 -2.020 -1.766 -3.220
C7 -1.307 -3.573 -3.294
C8 0.083 -3.606 -3.870
Br6 0.080 -3.339 -5.797
H15 -2.012 -4.160 -3.873
H16 -1.295 -3.922 -2.264
H17 0.534 -4.581 -3.704
H18 0.720 -2.835 -3.448
Br7 5.017 3.084 0.177
C9 3.240 3.873 0.129
C10 2.923 4.628 1.393
Br8 2.533 3.432 2.872
H19 2.544 3.060 -0.053
H20 3.247 4.551 -0.721
H21 2.030 5.232 1.256
H22 3.748 5.259 1.708
Br9 -7.305 0.240 -3.297
C11 -5.922 1.062 -4.389
C12 -4.556 0.910 -3.776
Br10 -4.310 2.096 -2.253
H23 -6.203 2.102 -4.514
H24 -5.960 0.553 -5.349
H25 -3.784 1.188 -4.489
H26 -4.374 -0.098 -3.419
Br11 10.475 4.558 1.430
C13 8.779 3.643 1.686
C14 8.782 2.261 1.091
Br12 8.692 2.302 -0.852
H27 8.021 4.280 1.239
H28 8.627 3.592 2.761
H29 7.896 1.720 1.418
H30 9.673 1.696 1.347
Br13 -5.454 2.705 3.445
C15 -7.148 2.723 2.495
C16 -8.261 2.103 3.299
Br14 -8.094 0.167 3.393
H31 -6.980 2.201 1.557
H32 -7.369 3.768 2.292
H33 -9.221 2.298 2.827
H34 -8.277 2.455 4.325
Br15 7.634 6.725 -0.383
C17 9.045 6.140 -1.586
C18 9.013 6.886 -2.893
Br16 7.552 6.301 -4.035
H35 8.916 5.071 -1.715
H36 9.977 6.331 -1.060
H37 9.924 6.692 -3.455
H38 8.889 7.955 -2.754
Br17 4.148 -5.028 3.503
C19 5.614 -5.915 2.582
C20 5.976 -5.217 1.299
Br18 4.655 -5.531 -0.091
H39 5.299 -6.940 2.417
H40 6.453 -5.895 3.274
H41 6.917 -5.600 0.910
H42 6.046 -4.141 1.424

Values from the calculation:
F_max = 0.60 eV/Å
Kohn-Sham gap = 0.3603 Ha
highest occupied orbital energy = -9.59 eV
SMILES string = CN(COO)S(=O)(=O)F.BrCCBr.BrCCBr.BrCCBr.BrCCBr.BrCCBr.BrCCBr.BrCCBr.BrCCBr.BrCCBr

Molecular formula: C20H42F14N3O28S8Zr
Method: DFT, ωB97M-V/def2-TZVPD

Atoms and positions in Å:
Zr1 27.087 -31.311 36.437
C1 23.252 -27.853 39.056
F1 24.040 -26.908 38.563
F2 22.246 -27.327 39.711
F3 22.765 -28.585 38.052
S1 24.223 -28.923 40.250
O1 24.037 -28.294 41.502
O2 23.698 -30.264 40.187
N1 25.739 -29.000 39.507
S2 26.724 -27.997 40.313
O3 27.958 -27.910 39.579
O4 26.150 -26.743 40.658
C2 27.160 -28.966 41.874
F4 28.462 -28.830 42.098
F5 26.449 -28.636 42.924
F6 26.949 -30.271 41.588
C3 31.546 -29.314 34.488
F7 30.912 -28.605 33.552
F8 32.833 -29.153 34.370
F9 31.082 -28.878 35.662
S3 31.071 -31.123 34.271
O5 32.188 -31.762 33.689
O6 30.716 -31.611 35.577
N2 29.678 -31.061 33.344
S4 30.106 -31.430 31.803
O7 31.222 -30.653 31.394
O8 30.127 -32.839 31.577
C4 28.706 -30.758 30.783
F10 28.272 -29.596 31.283
F11 29.173 -30.571 29.570
F12 27.711 -31.642 30.750
N3 25.404 -31.081 35.210
S5 25.102 -31.271 33.590
O9 25.071 -30.101 32.804
O10 24.451 -32.465 33.215
F13 26.629 -31.695 33.274
S6 23.878 -30.331 35.569
O11 22.750 -31.075 35.195
O12 23.956 -28.940 35.417
F14 23.994 -30.656 37.101
C5 25.865 -29.352 28.615
C6 24.724 -28.665 29.330
C7 24.203 -27.509 28.480
S7 24.487 -28.088 26.774
O13 25.450 -27.196 26.186
O14 23.266 -28.386 26.093
C8 25.362 -29.596 27.220
H1 26.137 -30.293 29.091
H2 26.782 -28.757 28.609
H3 24.990 -28.512 30.377
H4 23.824 -29.288 29.444
H5 24.840 -26.629 28.538
H6 23.147 -27.331 28.647
H7 26.063 -29.827 26.423
H8 24.586 -30.365 27.203
C9 20.968 -31.030 32.139
C10 20.065 -29.913 32.745
O15 20.860 -28.718 32.787
S8 21.999 -28.860 31.658
O16 23.086 -28.068 32.034
O17 21.389 -28.711 30.388
O18 22.251 -30.373 32.042
H9 20.590 -31.417 31.198
H10 21.187 -31.822 32.851
H11 19.720 -30.165 33.746
H12 19.176 -29.700 32.152
C11 25.753 -33.791 38.076
C12 25.273 -32.584 38.827
O19 26.052 -31.434 38.405
O20 26.352 -33.356 36.821
H13 24.949 -34.501 37.930
H14 26.554 -34.281 38.638
H15 25.238 -32.670 39.908
H16 24.248 -32.394 38.507
H17 25.767 -30.645 38.976
H18 26.228 -34.088 36.136
C13 27.647 -28.646 34.871
C14 26.794 -28.169 36.049
O21 26.525 -29.245 36.970
O22 28.167 -29.977 35.104
H19 28.478 -27.955 34.725
H20 27.070 -28.620 33.946
H21 25.867 -27.822 35.593
H22 27.152 -27.281 36.566
H23 26.292 -28.935 37.917
H24 28.743 -30.238 34.287
C15 23.339 -33.679 29.105
C16 24.255 -32.545 29.519
O23 25.373 -32.592 28.629
O24 22.227 -33.752 30.033
H25 23.838 -34.645 29.193
H26 22.956 -33.462 28.109
H27 24.645 -32.727 30.526
H28 23.801 -31.560 29.472
H29 25.754 -33.472 28.700
H30 21.433 -33.812 29.497
C17 22.102 -34.248 36.910
C18 20.996 -33.839 35.987
O25 21.156 -34.535 34.772
O26 23.375 -34.078 36.223
H31 22.055 -35.318 37.134
H32 22.124 -33.669 37.828
H33 20.957 -32.747 35.880
H34 20.009 -34.029 36.436
H35 20.379 -34.346 34.237
H36 23.325 -34.639 35.442
C19 28.530 -33.936 34.550
C20 27.455 -34.651 33.762
O27 26.214 -34.671 34.480
O28 28.232 -32.556 34.935
H37 29.451 -33.942 33.966
H38 28.773 -34.530 35.437
H39 27.804 -35.661 33.548
H40 27.290 -34.104 32.831
H41 25.529 -35.088 33.944
H42 28.829 -32.019 34.304

Values from the calculation:
F_max = 6.36 eV/Å
total charge = +1
Kohn-Sham gap = 0.2028 Ha
highest occupied orbital energy = -11.37 eV

Molecular formula: C20H42N3O9P2
Method: DFT, ωB97M-V/def2-TZVPD

Atoms and positions in Å:
C1 6.253 -2.914 -3.092
C2 5.844 -1.776 -4.025
O1 4.817 -0.972 -3.459
C3 3.704 -0.700 -4.259
C4 2.362 -0.934 -3.516
C5 2.436 -1.149 -1.992
P1 3.001 0.521 -1.328
N1 4.505 0.075 -0.678
O2 2.012 0.814 0.031
O3 3.183 -2.312 -1.625
C6 2.425 -3.363 -2.081
O4 2.835 -4.401 -2.418
O5 1.129 -2.983 -2.102
C7 1.053 -1.677 -1.509
C8 -0.178 -0.875 -1.887
C9 -1.545 -1.540 -1.787
O6 -2.527 -0.827 -1.761
N2 -1.596 -2.942 -1.731
C10 -1.657 -3.536 -3.074
C11 -2.607 -3.445 -0.799
P2 1.026 -2.118 0.333
O7 0.830 -3.553 0.542
O8 -0.205 -1.294 0.990
O9 2.325 -1.538 1.042
H1 7.113 -2.640 -2.485
H2 5.426 -3.228 -2.467
H3 6.557 -3.776 -3.684
H4 5.540 -2.191 -4.986
H5 6.718 -1.147 -4.201
H6 3.693 -1.292 -5.174
H7 3.734 0.349 -4.567
H8 1.757 -0.041 -3.663
H9 1.822 -1.750 -3.992
H10 4.475 -0.840 -0.233
H11 4.796 0.758 0.014
H12 2.437 1.567 0.460
H13 -0.085 -0.454 -2.887
H14 -0.217 -0.030 -1.202
H15 -2.395 -3.029 -3.701
H16 -1.904 -4.586 -2.981
H17 -0.683 -3.445 -3.553
H18 -2.718 -4.511 -0.975
H19 -3.578 -2.961 -0.902
H20 -2.227 -3.348 0.216
H21 -0.709 -1.957 1.486
H22 2.105 -0.747 1.550
C12 -5.992 2.982 3.343
C13 -4.786 2.967 4.281
C14 -3.630 3.868 3.830
C15 -3.072 3.667 2.429
N3 -2.133 2.487 2.179
C16 -0.768 2.991 1.776
C17 -0.088 3.303 3.093
C18 -0.515 2.140 3.996
C19 -1.821 1.618 3.381
C20 -2.696 1.639 1.086
H23 -5.732 2.680 2.326
H24 -6.751 2.288 3.699
H25 -6.444 3.973 3.295
H26 -4.478 1.930 4.432
H27 -5.102 3.315 5.266
H28 -2.821 3.862 4.566
H29 -4.012 4.893 3.834
H30 -2.505 4.552 2.149
H31 -3.885 3.585 1.711
H32 -0.272 2.174 1.248
H33 -0.870 3.843 1.110
H34 -0.447 4.255 3.489
H35 0.992 3.378 2.990
H36 -0.645 2.456 5.029
H37 0.232 1.349 3.992
H38 -2.649 1.627 4.074
H39 -1.701 0.605 3.008
H40 -2.804 2.237 0.185
H41 -3.664 1.268 1.415
H42 -2.020 0.807 0.899

Values from the calculation:
F_max = 1.39 eV/Å
total charge = +1
Kohn-Sham gap = 0.3178 Ha
highest occupied orbital energy = -11.21 eV